No. 1
{
  "formula": "C7H16N3S",
  "method": "ωB97M-V with the def2-TZVPD basis set",
  "elements": ["C", "C", "C", "C", "C", "C", "C", "N", "N", "N", "S", "H", "H", "H", "H", "H", "H", "H", "H", "H", "H", "H", "H", "H", "H", "H", "H"],
  "positions_angstrom": [[-3.6775, -1.2362, -0.5702], [-3.1231, 0.0312, -0.3732], [-5.6439, -1.2765, 0.7361], [-4.5868, -3.3624, 0.2233], [5.8271, 1.3765, -1.1721], [7.4722, 0.2001, 0.3322], [-3.1683, 2.0373, 0.7990], [-4.7025, -1.8846, 0.1653], [-3.1963, 0.6908, 0.7217], [6.5122, 1.2926, 0.1564], [-3.0608, 3.1063, -0.7827], [-3.1298, -1.8473, -1.2033], [-2.8563, 0.4124, -1.3304], [-6.5113, -1.6964, 1.3391], [-5.0587, -3.7860, -0.6712], [-3.5611, -3.7915, 0.2876], [-5.1202, -3.9791, 0.9491], [6.5252, 0.7547, -1.8299], [4.8581, 0.8267, -1.0933], [5.7933, 2.4081, -1.4072], [8.3469, 0.5197, 0.8506], [7.0329, -0.6747, 0.8315], [8.0028, -0.0391, -0.5904], [-2.5139, 2.3742, 1.5612], [-4.2245, 2.2304, 1.1864], [5.9993, 1.3254, 1.0479], [-2.2351, 3.9872, -0.1636]],
  "forces_ev_per_a": [[-0.3655, -0.5605, 1.4117], [-1.5571, 0.1560, 0.5115], [-1.7141, -0.1984, 1.3830], [0.0914, -2.6597, -1.0660], [1.1034, -2.9540, 1.9739], [-0.1531, 0.1818, -0.5703], [-2.1043, 2.9145, -0.7653], [1.7736, -0.2486, 0.1219], [-0.4317, -2.7116, -0.3608], [0.8530, -0.2988, 0.4570], [0.5839, -0.4856, 1.3701], [0.3115, -1.4024, -1.4071], [0.9653, 0.9505, -0.7088], [1.1866, 0.6808, -0.8222], [0.4153, 0.4955, -0.3508], [-0.4141, 1.2338, -0.1912], [-0.3731, 1.3482, 0.8744], [-1.2058, 1.2641, 0.3778], [0.3424, 0.7635, -0.6242], [-0.4830, 0.7622, -0.8195], [0.3931, 0.4660, 1.3271], [0.3069, -0.1172, -0.3562], [-0.7800, -0.4465, -0.4650], [0.7431, 0.5088, 0.6216], [1.1357, 0.2107, -0.2135], [-0.3757, 0.3783, -1.2999], [-0.2476, -0.2312, -0.4092]],
  "de_lowest_kcal_mol": 86.4,
  "s_squared": 2.060,
  "molar_mass_g_mol": 174.3,
  "homo_ev": [-9.614, -9.614],
  "fmax_ha_per_bohr": 0.072,
  "multiplicity": 3,
  "charge": 1
}

No. 2
{
  "formula": "C18H52GaO7S6",
  "method": "ωB97M-V with the def2-TZVPD basis set",
  "elements": ["C", "C", "C", "C", "Ga", "C", "C", "O", "H", "H", "H", "H", "H", "H", "H", "H", "H", "H", "H", "H", "H", "H", "H", "H", "C", "S", "O", "C", "H", "H", "H", "H", "H", "H", "C", "S", "O", "C", "H", "H", "H", "H", "H", "H", "C", "S", "O", "C", "H", "H", "H", "H", "H", "H", "C", "S", "O", "C", "H", "H", "H", "H", "H", "H", "C", "S", "O", "C", "H", "H", "H", "H", "H", "H", "C", "S", "O", "C", "H", "H", "H", "H", "H", "H"],
  "positions_angstrom": [[4.4659, -0.6629, 0.2728], [3.5698, 0.5769, 0.5673], [2.3140, 0.1554, 1.4096], [0.9820, 0.8003, 0.9909], [-0.5077, 0.0684, 2.2172], [-2.3416, 0.5522, 1.4549], [-2.9217, -0.6107, 0.6075], [-3.3770, -0.1748, -0.7037], [5.4143, -0.4123, -0.2507], [3.8759, -1.3987, -0.3236], [4.6777, -1.1467, 1.2593], [3.2487, 1.0547, -0.3875], [4.2020, 1.2761, 1.1685], [2.2120, -0.9558, 1.3545], [2.5233, 0.4184, 2.4740], [0.7404, 0.6091, -0.0810], [0.9717, 1.9138, 1.1581], [-0.2473, 0.7041, 3.6955], [-0.2703, -1.5304, 2.2886], [-2.2315, 1.4502, 0.8039], [-3.0197, 0.7896, 2.3033], [-3.7939, -1.0875, 1.1197], [-2.1539, -1.4192, 0.4952], [-2.5593, 0.1650, -1.1462], [2.4608, 5.6312, -0.5264], [0.7762, 5.2029, -0.0452], [0.9104, 4.1147, 0.9569], [0.3059, 4.4927, -1.6361], [2.9561, 6.0727, 0.3376], [2.9885, 4.7266, -0.8310], [2.4299, 6.3541, -1.3428], [0.9862, 3.6760, -1.8777], [0.3605, 5.2806, -2.3905], [-0.7106, 4.1103, -1.5762], [-2.0282, 3.4947, -5.8314], [-2.6891, 3.3538, -4.1629], [-1.5797, 2.8218, -3.3145], [-3.8088, 2.0062, -4.5409], [-1.2663, 4.2738, -5.8257], [-1.5875, 2.5414, -6.1254], [-2.8332, 3.7710, -6.5126], [-3.2440, 1.1642, -4.9454], [-4.5503, 2.3472, -5.2654], [-4.3067, 1.7121, -3.6205], [8.3354, 0.2333, 0.8796], [7.2329, 1.3333, 1.7786], [7.7402, 2.7166, 1.5710], [7.7698, 0.8282, 3.4193], [8.1891, 0.4196, -0.1831], [9.3687, 0.4464, 1.1569], [8.0774, -0.8009, 1.1091], [8.8421, 1.0000, 3.5218], [7.5311, -0.2255, 3.5676], [7.2250, 1.4330, 4.1422], [1.7852, -1.2630, 6.4346], [1.0157, -2.6796, 5.6321], [-0.1188, -2.1510, 4.8531], [0.3511, -3.4017, 7.1503], [2.2227, -0.6481, 5.6495], [1.0232, -0.6904, 6.9639], [2.5622, -1.6062, 7.1206], [-0.3030, -2.6777, 7.6380], [1.1697, -3.6883, 7.8127], [-0.2203, -4.2852, 6.8691], [-2.1590, -3.2123, -6.7980], [-3.3522, -1.9683, -6.2854], [-2.7263, -0.6403, -6.5407], [-3.2158, -2.2930, -4.5260], [-2.0582, -3.1539, -7.8806], [-1.1987, -3.0082, -6.3236], [-2.5267, -4.1986, -6.5145], [-2.1805, -2.1589, -4.2098], [-3.5520, -3.3102, -4.3232], [-3.8554, -1.5853, -3.9970], [-6.6120, -2.6349, -0.1900], [-5.5144, -3.9913, 0.2323], [-5.7528, -5.0785, -0.7595], [-6.3726, -4.4692, 1.7380], [-6.2684, -2.2160, -1.1343], [-7.6307, -3.0114, -0.2934], [-6.5552, -1.8722, 0.5869], [-7.4069, -4.7235, 1.5026], [-6.3291, -3.6463, 2.4519], [-5.8598, -5.3377, 2.1476]],
  "forces_ev_per_a": [[-0.5734, -0.0167, 0.3041], [0.4080, -0.3970, 0.2251], [0.1282, 0.2694, -0.3595], [-0.2819, 0.5397, 0.3680], [0.5345, 0.1815, -0.0281], [-0.4079, -0.3140, 0.0104], [0.3328, 0.0220, 0.5684], [0.9773, -0.0301, -0.4398], [-0.5052, -0.2025, 0.2794], [0.5536, 0.4290, 0.2917], [0.1150, 0.2230, -0.7664], [0.2609, -0.1842, 0.6899], [-0.5905, -0.1253, -0.6645], [0.0670, 0.6247, 0.1051], [-0.1998, -0.3090, -0.5429], [0.2926, 0.0472, 0.4449], [0.2699, -1.1162, -0.3334], [-0.0672, 0.0628, -0.0244], [-0.2085, -0.0555, -0.2191], [-0.1442, -0.4610, 0.4496], [0.2123, 0.1006, -0.6241], [0.4590, 0.3650, -0.4882], [-0.5867, 0.5055, -0.1612], [-1.0811, -0.2956, 0.5699], [0.0355, 0.0720, -0.1075], [0.0840, -0.0186, 0.1055], [-0.1100, 0.3637, -0.2182], [0.1426, -0.0278, 0.2106], [-0.0696, -0.0398, 0.0005], [-0.0536, -0.0182, 0.0381], [0.0245, 0.0067, 0.0005], [-0.0468, -0.0364, 0.0041], [-0.0203, -0.0213, 0.0264], [0.0883, 0.0101, 0.0676], [0.0610, 0.0126, -0.0735], [0.2974, 0.0298, 0.1342], [-0.4187, 0.0017, -0.3419], [0.0113, -0.2638, 0.0067], [-0.0454, -0.0309, 0.0517], [-0.0316, -0.0069, 0.0481], [0.0037, 0.0070, -0.0063], [0.0014, 0.0402, -0.0347], [0.0432, 0.0369, 0.0229], [0.0118, 0.0417, 0.1155], [0.0817, -0.0739, -0.0164], [-0.1141, 0.1109, -0.0080], [0.1105, -0.0655, 0.0132], [0.0569, -0.0601, 0.0731], [-0.0289, 0.0137, 0.0340], [-0.0275, 0.0378, 0.0091], [-0.0286, 0.0163, -0.0263], [-0.0177, 0.0265, -0.0332], [-0.0268, 0.0209, 0.0033], [-0.0109, -0.0023, -0.0469], [0.1116, 0.0379, 0.0825], [0.0154, 0.1435, -0.1365], [-0.0923, -0.3427, 0.3628], [-0.0168, -0.0078, 0.1122], [-0.0693, -0.0221, -0.0228], [-0.0274, -0.0153, -0.0596], [0.0001, 0.0001, -0.0180], [-0.0001, 0.0059, -0.0447], [-0.0021, -0.0044, -0.0174], [0.0151, 0.0296, -0.0272], [0.0710, -0.0333, -0.0248], [-0.0338, -0.0563, 0.0492], [0.0190, 0.0360, -0.0021], [0.0081, 0.0494, 0.1026], [-0.0317, 0.0305, 0.0280], [-0.0356, 0.0300, 0.0065], [-0.0038, 0.0125, -0.0048], [-0.0337, 0.0276, -0.0206], [-0.0189, 0.0195, 0.0129], [0.0531, -0.0416, -0.0506], [-0.1001, 0.0417, -0.0311], [0.2359, -0.0021, -0.0197], [-0.1394, 0.0326, 0.0019], [-0.0910, 0.0053, 0.0654], [0.0517, -0.0062, 0.0589], [0.0246, -0.0362, 0.0004], [0.0530, 0.0080, -0.0353], [0.0214, -0.0017, -0.0332], [0.0309, -0.0158, -0.0056], [0.0169, 0.0291, -0.0363]],
  "de_lowest_kcal_mol": 32.2,
  "molar_mass_g_mol": 642.7,
  "homo_ev": -3.576,
  "fmax_ha_per_bohr": 0.024,
  "multiplicity": 1,
  "charge": -1
}